{
  "formula": "C4H7IrO3",
  "method": "ωB97M-V/def2-TZVPD",
  "symbols": ["O", "O", "O", "C", "Ir", "C", "C", "H", "H", "H", "H", "C", "H", "H", "H"],
  "coordinates": [[0.517825, -0.540908, -0.421167], [0.536918, 0.779305, 1.380719], [-0.986746, 0.923576, -0.160219], [0.246619, 0.714457, 0.234064], [-1.808752, -1.085868, 0.669717], [1.708227, -1.003814, -0.474289], [1.927228, -2.321992, -0.988976], [2.457901, -0.479093, 0.134080], [2.300264, -2.230929, -2.023757], [1.038645, -2.955574, -0.878632], [2.769147, -2.745136, -0.406495], [-1.601668, 2.239530, 0.092437], [-0.911778, 2.982276, -0.314283], [-1.681366, 2.459789, 1.158278], [-2.625129, 2.102209, -0.265511]],
  "forces_ev_per_a": [[-1.55, 1.66, -1.10], [1.02, 2.30, -0.45], [-3.56, 3.36, 0.11], [2.09, -4.49, 2.83], [-1.18, -1.40, -0.12], [2.75, -2.60, 0.70], [-0.15, 0.50, 1.44], [0.43, 0.50, -0.74], [0.24, -0.19, -0.62], [0.03, -0.02, -0.71], [0.21, -0.03, -0.33], [-0.10, -1.50, -2.75], [0.36, 0.88, -0.09], [-0.07, 0.60, 1.96], [-0.51, 0.43, -0.11]],
  "nbo_charge": [-0.5051, -0.1838, -0.3659, 0.9683, 1.8962, 0.6109, -0.7714, 0.2934, 0.4304, 0.2965, 0.3841, -0.2053, 0.3740, 0.4309, 0.3467],
  "homo_energy_ha": [-1.10614, -1.10563],
  "multiplicity": 5,
  "homo_lumo_gap_ha": [0.2680, 0.1786],
  "total_charge": 4,
  "e_lumo_ev": [-22.81, -25.22],
  "energy_ha": -484.08613
}

=====

{
  "formula": "C11H31B2CuNO11V2",
  "method": "ωB97M-V/def2-TZVPD",
  "symbols": ["O", "V", "O", "V", "Cu", "C", "O", "O", "O", "C", "O", "O", "O", "B", "H", "H", "H", "H", "B", "H", "H", "H", "H", "C", "O", "C", "C", "N", "C", "C", "O", "C", "H", "H", "H", "H", "H", "H", "H", "H", "H", "H", "H", "H", "H", "H", "H", "C", "C", "C", "O", "H", "H", "H", "H", "H", "H", "H", "H"],
  "coordinates": [[1.071526, 9.437400, -21.341419], [-0.157775, 9.590696, -20.365273], [-1.944496, 7.512024, -16.641218], [-0.746428, 7.436858, -17.682913], [2.706143, 8.457068, -15.893258], [0.224329, 9.988648, -17.746237], [0.674447, 9.069849, -16.964650], [-0.856828, 9.632779, -18.257044], [1.004845, 10.452292, -18.634835], [-1.075523, 7.007765, -20.388739], [-1.971313, 6.698257, -19.536927], [-1.445536, 7.897979, -21.199278], [0.000623, 7.367814, -19.802926], [0.339584, 5.759769, -16.662821], [-0.657937, 5.496832, -17.069267], [0.789689, 4.840081, -16.163629], [0.942832, 6.096448, -17.533987], [0.089709, 6.613631, -16.006858], [-1.457662, 11.061802, -21.529087], [-0.515786, 11.566705, -21.240615], [-2.141676, 11.824261, -22.031202], [-1.340398, 10.180989, -22.184508], [-1.921038, 10.765934, -20.559022], [-5.080072, 12.624166, -10.298133], [-4.778772, 11.290454, -10.734912], [-3.428919, 11.244280, -11.145367], [-3.201980, 11.366050, -12.685903], [-2.546927, 10.200870, -13.257113], [-2.032130, 10.355101, -14.609288], [-3.221708, 10.616004, -15.573232], [-3.462522, 12.028009, -15.636382], [-2.979855, 12.622354, -16.829170], [-4.840760, 13.390790, -11.035286], [-4.442457, 12.852394, -9.435592], [-6.077782, 12.691134, -9.869408], [-2.911684, 10.359774, -10.762773], [-2.788764, 11.993016, -10.663811], [-2.784412, 12.322295, -12.998571], [-4.215959, 11.446364, -13.103550], [-2.981961, 9.319494, -13.044262], [-1.535598, 9.424613, -14.886476], [-1.233157, 11.097450, -14.644815], [-4.109215, 10.037672, -15.319594], [-2.950691, 10.351963, -16.600209], [-3.159405, 13.689074, -16.701946], [-3.522210, 12.183636, -17.669507], [-1.908760, 12.490459, -17.013509], [1.507329, 13.077522, -16.145299], [2.666381, 13.552271, -17.087567], [3.739851, 14.255475, -16.306595], [3.084846, 12.374562, -17.722453], [1.695419, 12.095283, -15.716344], [0.665302, 12.926943, -16.827799], [1.248218, 13.908781, -15.488612], [2.223913, 14.312624, -17.743857], [4.400487, 13.614662, -15.715144], [3.264570, 14.951070, -15.615625], [4.455599, 14.767440, -16.954624], [2.291485, 11.893680, -18.000698]],
  "forces_ev_per_a": [[-0.93, 0.50, 1.47], [0.83, -1.66, -2.61], [1.01, 0.31, -1.66], [-2.60, 0.01, -0.12], [-1.82, 0.36, -1.09], [3.31, -4.45, -4.74], [1.93, -0.81, 4.35], [-5.56, -0.68, -0.30], [1.44, 3.30, 0.39], [-3.76, 6.74, 3.79], [-0.80, -3.84, 1.89], [0.03, 0.42, -4.30], [5.50, 0.06, 2.36], [1.38, -0.95, 0.53], [-2.92, -0.88, -1.37], [0.63, -1.20, 0.77], [2.02, 1.01, -2.41], [0.06, 2.33, 2.60], [-1.03, 0.65, -0.47], [3.21, 1.31, 0.68], [-0.95, 1.20, -0.57], [0.52, -2.30, -1.80], [-1.55, -1.08, 2.80], [0.64, -0.51, 0.96], [0.10, 1.08, 0.19], [1.68, -0.07, -0.64], [-1.92, -0.79, 0.21], [1.82, 1.09, 0.88], [-1.49, -1.29, 0.05], [1.94, 0.94, -1.31], [-0.33, -0.02, 0.48], [-0.38, -0.14, 0.35], [-0.44, -0.10, -0.34], [0.21, 0.02, 0.02], [-0.30, -0.17, -0.69], [-0.65, -0.58, -0.30], [-0.55, 0.54, 0.17], [0.77, -0.30, 0.09], [-0.24, 0.11, 0.06], [-0.24, 0.07, -0.22], [-0.16, -0.19, -0.07], [-0.39, 0.47, -0.08], [-0.06, 0.26, 0.37], [0.06, -0.59, 0.10], [-0.14, 0.01, -0.34], [0.05, 0.35, -0.27], [0.10, -0.24, 0.23], [-0.08, 1.11, -1.48], [-1.48, -0.93, 1.66], [1.15, -0.13, 0.03], [0.92, 0.32, -0.59], [0.33, 0.31, 0.56], [-0.24, -0.01, 0.20], [-0.18, -0.49, 0.50], [0.09, -0.27, -0.43], [-0.44, -0.42, 0.09], [0.14, 0.23, -0.15], [-0.28, 0.30, -0.10], [0.02, -0.29, -0.39]],
  "nbo_charge": [-0.4433, 1.4460, -0.4748, 1.4171, 0.9485, 0.9717, -0.8891, -0.7314, -0.7410, 0.9537, -0.7079, -0.6959, -0.7927, -0.7740, 0.0834, 0.0440, 0.0208, 0.0132, -0.7968, 0.0350, 0.0517, 0.0545, 0.0172, -0.2515, -0.5335, -0.0878, -0.2547, -0.6516, -0.2469, -0.0926, -0.5682, -0.2440, 0.1735, 0.1570, 0.1897, 0.1871, 0.1611, 0.2018, 0.1758, 0.3701, 0.2199, 0.1896, 0.1862, 0.1951, 0.1825, 0.1825, 0.1600, -0.6382, 0.1057, -0.6240, -0.7410, 0.2023, 0.2094, 0.2022, 0.1500, 0.2031, 0.2055, 0.2091, 0.5051],
  "homo_energy_ha": [-0.21404, -0.21606],
  "multiplicity": 3,
  "relative_energy_ev": 4.158,
  "homo_lumo_gap_ha": [0.1846, 0.1857],
  "total_charge": -1,
  "e_lumo_ev": [-0.80, -0.83],
  "energy_ha": -4898.13804
}

=====

What did the first record say?
{
  "formula": "C4H7IrO3",
  "method": "ωB97M-V/def2-TZVPD",
  "symbols": ["O", "O", "O", "C", "Ir", "C", "C", "H", "H", "H", "H", "C", "H", "H", "H"],
  "coordinates": [[0.517825, -0.540908, -0.421167], [0.536918, 0.779305, 1.380719], [-0.986746, 0.923576, -0.160219], [0.246619, 0.714457, 0.234064], [-1.808752, -1.085868, 0.669717], [1.708227, -1.003814, -0.474289], [1.927228, -2.321992, -0.988976], [2.457901, -0.479093, 0.134080], [2.300264, -2.230929, -2.023757], [1.038645, -2.955574, -0.878632], [2.769147, -2.745136, -0.406495], [-1.601668, 2.239530, 0.092437], [-0.911778, 2.982276, -0.314283], [-1.681366, 2.459789, 1.158278], [-2.625129, 2.102209, -0.265511]],
  "forces_ev_per_a": [[-1.55, 1.66, -1.10], [1.02, 2.30, -0.45], [-3.56, 3.36, 0.11], [2.09, -4.49, 2.83], [-1.18, -1.40, -0.12], [2.75, -2.60, 0.70], [-0.15, 0.50, 1.44], [0.43, 0.50, -0.74], [0.24, -0.19, -0.62], [0.03, -0.02, -0.71], [0.21, -0.03, -0.33], [-0.10, -1.50, -2.75], [0.36, 0.88, -0.09], [-0.07, 0.60, 1.96], [-0.51, 0.43, -0.11]],
  "nbo_charge": [-0.5051, -0.1838, -0.3659, 0.9683, 1.8962, 0.6109, -0.7714, 0.2934, 0.4304, 0.2965, 0.3841, -0.2053, 0.3740, 0.4309, 0.3467],
  "homo_energy_ha": [-1.10614, -1.10563],
  "multiplicity": 5,
  "homo_lumo_gap_ha": [0.2680, 0.1786],
  "total_charge": 4,
  "e_lumo_ev": [-22.81, -25.22],
  "energy_ha": -484.08613
}